Record 1
27
Properties=species:S:1:pos:R:3:forces:R:3:mulliken_spin:R:1 method="wB97M-V/def2-TZVPD" s_squared=0.77 e_lumo_ev="-3.7 / -6.9" e_tot_ha=-482.59362 spin_multiplicity=2 orbital_gap_ev="9.307 / 6.395" charge=+1 de_lowest_ev=1.165
N 2.269 0.136 1.358 -1.151 0.863 0.170 0.166
C -2.684 -3.656 -2.764 0.766 -1.454 0.735 0.000
C -0.478 0.412 -1.126 0.778 -0.818 -1.573 0.129
C 1.482 2.119 2.065 -1.261 1.632 -0.860 0.258
C -0.415 2.289 0.310 -0.638 1.178 0.974 0.155
C 1.090 0.425 0.620 0.246 -1.359 -1.416 0.018
C -1.541 -3.450 -1.772 3.297 1.611 0.368 0.001
C 1.449 3.398 2.820 -0.799 -0.925 1.686 0.010
C 0.608 1.672 1.019 1.095 -0.403 0.592 -0.023
C 2.451 1.134 2.241 1.076 -1.852 -0.677 0.216
C -0.958 1.679 -0.806 0.770 -0.693 0.580 -0.041
C 0.558 -0.299 -0.449 -0.444 2.497 1.437 0.067
H -2.707 -4.744 -2.733 -0.224 -0.282 -1.193 0.000
H -0.759 0.040 -2.122 -0.252 -0.251 0.724 0.005
H -0.719 3.237 0.766 -0.268 -0.102 -0.816 0.004
H 2.350 3.968 2.881 0.914 0.004 -0.227 0.015
H -0.716 -2.728 -2.121 -1.549 -0.104 0.089 0.001
H -0.779 -4.252 -1.622 -1.298 -0.505 -0.405 0.000
H -2.437 -3.241 -3.746 -0.333 -0.335 0.219 0.000
H 0.653 4.118 2.696 -0.411 -0.230 -0.872 0.000
H -1.715 -3.139 -0.743 -0.747 0.127 -0.056 -0.001
H 1.255 3.033 3.850 0.279 0.353 -0.016 0.028
H 0.954 -1.250 -0.710 0.020 -0.599 -0.553 -0.005
H 3.279 1.058 2.923 0.118 0.380 0.181 0.004
H -3.702 -3.463 -2.448 0.111 0.964 0.242 0.000
H -1.675 2.115 -1.474 -0.250 0.344 0.148 -0.001
H 2.890 -0.611 1.086 0.154 -0.043 0.518 -0.008

Record 2
27
Properties=species:S:1:pos:R:3:forces:R:3:mulliken_spin:R:1 method="wB97M-V/def2-TZVPD" s_squared=0.78 e_lumo_ev="-3.8 / -7.0" e_tot_ha=-482.61187 spin_multiplicity=2 orbital_gap_ev="9.288 / 6.488" charge=+1 de_lowest_ev=0.669
N 2.100 1.071 -0.766 -0.705 -0.125 -0.841 0.113
C 0.261 2.800 -0.337 0.671 0.333 -0.184 0.044
C -0.080 0.617 -1.264 1.156 0.020 1.332 0.012
C -0.075 -1.194 2.089 -0.170 -0.264 -0.117 0.002
C 0.813 1.618 -0.764 -1.608 0.075 -0.088 0.013
C 0.154 -1.834 -1.978 0.354 -0.447 -0.556 0.023
C 2.027 -0.150 -1.342 1.559 1.152 1.060 0.233
C -1.457 0.771 -1.063 -1.006 -0.419 -1.522 0.170
C 0.697 -0.516 -1.564 -1.264 -0.419 -0.101 0.229
C -2.014 2.019 -0.890 1.231 0.478 1.043 -0.054
C -1.111 3.051 -0.570 -0.146 -0.483 0.373 0.179
C -0.395 -2.209 3.207 2.262 1.184 0.072 0.000
H 2.970 -0.646 -1.500 -0.161 -0.496 -0.186 0.000
H -1.425 4.060 -0.348 -0.354 -0.044 -0.029 0.006
H 2.925 1.630 -0.616 0.226 -0.255 -0.009 -0.005
H -0.282 -0.179 2.434 -0.310 0.035 -0.522 0.001
H -0.341 -2.392 -1.179 0.000 0.339 0.204 0.018
H -0.594 -1.527 1.182 -0.557 0.750 0.134 0.000
H 0.962 -1.197 1.734 0.193 -0.223 0.601 -0.001
H 0.914 -2.509 -2.372 0.163 0.150 0.062 -0.002
H -0.571 -1.705 -2.778 -0.158 0.077 0.002 0.008
H -1.241 -1.947 3.830 -0.731 -0.486 -0.662 0.000
H 0.813 3.578 0.175 0.247 -0.029 -0.232 0.006
H 0.416 -2.112 3.945 0.039 -0.368 -0.173 0.000
H -3.073 2.159 -0.776 -0.202 0.085 -0.298 0.001
H -2.102 -0.087 -1.214 -0.006 -0.021 0.028 0.006
H -0.293 -3.171 2.726 -0.722 -0.597 0.611 0.000

Record 3
33
Properties=species:S:1:pos:R:3:forces:R:3:mulliken_charge:R:1 method="wB97M-V/def2-TZVPD" e_lumo_ev=3.0 e_tot_ha=-1612.43895 orbital_gap_ev=6.076 charge=-1 de_lowest_ev=1.057
Pd 0.504 -0.979 -0.800 0.318 0.677 -0.369 -0.484
S 1.409 0.580 0.627 -0.165 -1.005 -0.262 0.983
S 0.775 -2.678 -2.760 -0.104 0.155 0.100 -0.472
O 0.514 1.583 1.263 -0.243 0.433 0.196 -0.756
O -0.511 1.043 -3.040 -0.309 -0.201 0.088 -0.467
N 1.782 -3.581 -0.256 -0.068 -0.183 -0.046 -0.702
N -1.809 -0.192 -0.828 -0.176 -0.007 -0.072 0.120
C -2.532 0.391 -1.781 -0.065 0.019 0.008 0.676
C -4.520 0.296 -0.442 0.030 0.002 -0.026 -0.188
C 3.840 0.656 1.919 0.067 0.060 0.024 -0.594
C -3.762 -0.300 0.555 0.024 -0.010 0.038 -0.817
C 1.812 -0.606 1.946 0.080 -0.126 0.065 -0.741
C -3.893 0.650 -1.621 0.013 0.026 0.016 -0.760
C -2.417 -0.515 0.315 0.013 0.021 0.029 -0.067
C 3.086 1.351 0.787 -0.045 0.063 -0.060 -0.846
C 1.351 -3.214 -1.279 0.226 -0.048 0.266 0.448
C -1.874 0.732 -3.105 0.035 -0.018 -0.082 -0.588
C 2.782 0.103 2.872 0.021 -0.014 -0.008 -0.644
H -1.782 -0.965 1.069 -0.004 -0.005 -0.005 0.266
H 2.833 2.380 1.041 0.009 0.020 -0.023 0.350
H -2.388 1.600 -3.526 -0.011 -0.019 -0.014 0.351
H 2.276 0.918 3.394 -0.006 -0.005 0.009 0.300
H 3.597 1.333 -0.173 -0.004 -0.081 -0.019 0.321
H 4.528 1.347 2.411 0.009 -0.017 0.001 0.306
H -0.100 0.284 -2.571 0.402 0.147 0.086 0.300
H 0.858 -0.907 2.377 0.016 0.074 0.053 0.391
H 4.429 -0.175 1.523 0.007 0.010 -0.010 0.306
H 2.263 -1.479 1.468 -0.024 0.004 0.000 0.398
H -4.439 1.133 -2.421 -0.015 0.007 0.001 0.307
H -2.053 -0.116 -3.785 -0.014 0.008 0.022 0.201
H -4.193 -0.588 1.504 -0.018 0.004 -0.004 0.370
H -5.575 0.490 -0.297 -0.006 0.002 0.000 0.381
H 3.209 -0.574 3.615 0.008 0.007 -0.002 0.352

Record 4
32
Properties=species:S:1:pos:R:3:forces:R:3:mulliken_charge:R:1 method="wB97M-V/def2-TZVPD" e_lumo_ev=2.8 e_tot_ha=-1484.57057 orbital_gap_ev=5.741 charge=-1 smiles="CN1C(=O)[C@H](SC(=S)N2CCCCC2)C=C1[O-]"
S 1.428 0.798 -0.634 -0.630 0.810 -0.421 -0.270
S 1.808 -1.887 -1.645 -0.810 -0.429 0.002 -0.358
O 4.103 1.932 1.233 -0.240 0.249 0.134 -0.696
O 0.937 0.096 4.053 0.196 0.234 0.787 -0.764
N -0.595 -0.636 -1.804 0.115 -0.310 -0.036 0.213
N 2.568 1.260 2.853 1.033 1.150 -0.223 0.150
C 1.611 -0.484 1.802 -0.753 -0.213 1.655 -0.894
C 2.943 2.132 3.935 -0.115 -0.088 0.024 -1.002
C -1.347 -1.838 -1.391 0.002 -0.385 0.201 -0.673
C -1.285 0.640 -1.947 -0.077 0.481 0.514 -0.788
C 3.151 1.270 1.608 -0.420 -0.481 0.479 -0.022
C -2.709 0.530 -2.500 0.059 -0.266 -0.114 -0.740
C 2.464 0.126 0.829 0.590 -0.532 -0.079 0.583
C 0.727 -0.642 -1.415 1.330 0.262 0.196 0.074
C -2.790 -1.920 -1.901 0.112 0.214 -0.235 -0.663
C -3.524 -0.574 -1.830 0.047 -0.221 0.111 -0.664
C 1.606 0.217 3.030 -0.681 -1.037 -2.342 0.219
H -0.697 1.265 -2.632 -0.037 -0.118 0.243 0.407
H -3.320 -2.670 -1.293 0.199 0.178 -0.219 0.319
H -2.668 0.343 -3.582 0.002 -0.047 0.126 0.341
H -1.305 1.165 -0.976 -0.046 -0.084 -0.141 0.466
H 0.914 -1.265 1.576 -0.116 -0.295 0.019 0.443
H 3.793 2.742 3.620 -0.105 -0.090 0.052 0.391
H -2.793 -2.285 -2.941 -0.001 0.152 0.194 0.320
H -1.360 -1.895 -0.283 0.059 0.124 -0.380 0.322
H -4.501 -0.671 -2.322 0.134 0.079 0.161 0.302
H 3.249 -0.522 0.437 -0.119 0.269 -0.623 0.385
H -0.774 -2.705 -1.753 -0.190 0.293 0.215 0.406
H 2.091 2.770 4.196 0.203 0.011 0.079 0.274
H -3.214 1.495 -2.363 0.202 -0.121 -0.047 0.318
H 3.198 1.528 4.816 0.001 0.225 -0.159 0.287
H -3.710 -0.315 -0.777 0.055 -0.014 -0.172 0.313

Record 5
35
Properties=species:S:1:pos:R:3:forces:R:3:mulliken_charge:R:1 method="wB97M-V/def2-TZVPD" e_lumo_ev=1.4 e_tot_ha=-1709.80224 orbital_gap_ev=7.323 charge=-1 de_lowest_ev=14.545 smiles="CCCNS(=O)(=O)N=[S@@](=O)([O-])CC(=O)c1ccccc1"
S -2.662 -0.179 -1.514 -1.906 1.534 -6.126 1.120
S -0.302 -1.804 -1.983 2.716 -1.795 -6.414 1.091
O 0.519 -0.727 -2.753 -2.590 -2.382 3.598 -0.624
O -1.945 0.981 -2.247 -1.767 -3.042 3.733 -0.607
O -4.187 -0.132 -1.879 4.709 -0.756 2.021 -0.696
O 2.128 -3.684 -0.150 -1.414 7.658 0.959 -0.569
O 0.100 -3.181 -2.642 -2.067 4.043 3.021 -0.707
N -2.448 -0.208 0.218 -1.386 -0.563 -0.213 -0.303
N -2.033 -1.672 -2.172 1.718 1.735 3.044 -0.593
C 5.854 -1.021 0.826 -3.364 0.870 -0.989 -0.323
C 3.098 -1.321 0.157 1.928 1.607 0.435 0.189
C -4.326 3.168 1.384 0.189 -1.078 -0.615 -0.946
C 1.847 -2.378 -0.047 1.411 -5.132 -1.026 0.416
C 5.768 0.599 0.532 -3.981 -2.817 -0.299 -0.339
C -3.566 2.208 0.250 -0.796 0.473 0.433 -0.326
C 0.275 -1.933 -0.186 0.073 0.947 1.613 -0.489
C 4.544 -2.002 0.649 -0.401 4.267 -0.866 -0.342
C -3.380 0.736 0.947 -0.474 1.185 1.299 -0.598
C 2.937 0.301 -0.110 4.290 -2.100 1.399 -0.135
C 4.304 1.230 0.090 0.088 -3.177 0.387 -0.434
H -3.813 2.967 2.437 -1.227 0.749 -2.152 0.269
H -4.431 0.235 1.204 2.112 1.120 -0.929 0.213
H -2.533 2.660 -0.093 -2.083 -1.065 0.785 0.307
H 4.186 2.396 -0.127 0.432 -2.895 0.564 0.242
H -4.288 4.295 1.059 -0.053 -2.220 0.813 0.291
H 0.110 -0.862 0.313 0.290 -2.370 -1.134 0.307
H 6.863 -1.541 1.180 -2.383 1.429 -0.890 0.243
H 6.721 1.266 0.674 -2.198 -1.418 -0.362 0.282
H -5.451 2.792 1.392 2.341 0.981 0.277 0.245
H -2.879 0.935 2.012 -0.914 -0.437 -2.265 0.289
H -0.457 -2.722 0.325 1.921 1.587 -1.175 0.333
H -4.301 2.187 -0.675 1.843 -0.286 1.828 0.311
H 4.566 -3.179 0.846 -0.012 3.030 -0.539 0.289
H 1.912 0.781 -0.433 2.356 -1.156 0.594 0.300
H -2.730 -1.190 0.517 0.600 1.476 -0.807 0.293

Record 6
33
Properties=species:S:1:pos:R:3:forces:R:3:mulliken_charge:R:1 method="wB97M-V/def2-TZVPD" e_lumo_ev=0.5 e_tot_ha=-1539.26321 orbital_gap_ev=9.372 de_lowest_ev=0.037 smiles="Cc1nn(C)c(C)c1S(=O)(=O)NCc1cccs1"
S -0.178 -1.877 0.750 -0.104 -0.001 -0.037 1.245
S 1.996 1.214 -0.797 0.425 -0.422 0.145 -0.137
O -1.047 -2.967 1.086 -0.097 -0.018 -0.253 -0.703
O 0.831 -1.494 1.691 -0.154 0.118 -0.180 -0.638
N -2.682 0.791 -0.686 -0.609 -0.381 -0.635 -1.090
N -1.983 1.541 0.171 0.640 -0.652 0.374 0.908
N 0.557 -2.350 -0.682 -0.428 -0.038 0.729 -0.352
C -0.148 1.412 1.848 0.007 0.085 0.103 -1.811
C 2.107 -0.512 -0.802 0.273 0.579 -0.218 0.419
C -1.035 0.831 0.816 0.077 -0.003 0.042 -0.399
C -2.277 2.936 0.318 -0.063 0.427 0.074 -0.883
C 3.891 0.121 0.523 0.082 0.055 0.036 -0.434
C -2.192 -0.432 -0.607 0.033 0.188 0.117 0.332
C 3.163 -0.939 -0.062 -0.133 0.041 -0.257 -0.485
C 3.385 1.339 0.212 -0.374 0.181 -0.259 -0.502
C -1.137 -0.462 0.329 0.362 -0.266 0.223 1.221
C 1.109 -1.329 -1.549 0.110 0.293 -0.282 -0.889
C -2.719 -1.576 -1.393 -0.097 0.104 -0.064 -1.314
H -2.129 -1.731 -2.297 0.021 -0.058 -0.080 0.219
H 4.755 -0.023 1.147 0.156 0.010 0.118 0.417
H 0.330 -0.663 -1.955 0.105 -0.136 -0.010 0.382
H 3.736 2.308 0.506 0.127 0.178 0.097 0.457
H 3.396 -1.978 0.075 0.008 -0.236 0.064 0.432
H 1.594 -1.837 -2.391 -0.151 0.050 0.126 0.480
H -2.557 3.163 1.348 -0.003 0.016 -0.042 0.305
H -3.107 3.167 -0.345 0.060 -0.020 0.050 0.299
H -0.732 1.735 2.710 -0.020 0.027 0.087 0.492
H 0.387 2.277 1.456 0.044 0.032 0.032 0.372
H -3.745 -1.374 -1.687 -0.049 -0.054 -0.049 0.410
H -1.410 3.540 0.044 -0.048 0.005 0.007 0.298
H -2.676 -2.478 -0.785 -0.092 -0.076 -0.065 0.347
H 0.564 0.655 2.166 0.043 0.139 0.026 0.282
H -0.045 -3.005 -1.156 -0.153 -0.167 -0.019 0.320

Record 7
34
Properties=species:S:1:pos:R:3:forces:R:3:mulliken_charge:R:1 method="wB97M-V/def2-TZVPD" e_lumo_ev=2.4 e_tot_ha=-1271.10074 orbital_gap_ev=7.441 charge=-1 smiles="CCC(=O)N=[S@@](=O)([O-])c1ccc(/N=N/N(C)C)cc1"
S 2.213 -0.653 0.201 -0.416 0.482 0.059 1.280
O 2.445 -1.090 1.573 0.022 0.119 -0.237 -0.748
O 4.235 2.301 -0.894 0.042 0.095 0.060 -0.734
O 2.448 -1.673 -0.814 -0.035 0.148 0.073 -0.743
N -3.622 0.562 0.252 -2.507 -0.377 -0.438 -0.361
N 2.765 0.799 -0.113 -1.588 -0.761 0.674 -0.367
N -5.720 0.077 -0.180 -0.553 0.264 0.104 0.236
N -4.452 -0.254 -0.267 2.051 0.696 0.546 0.142
C -1.795 -0.975 -0.365 -0.263 0.232 0.124 -0.263
C -6.210 1.278 0.452 0.333 0.087 0.074 -0.819
C 3.953 1.143 -0.589 1.344 -0.250 -0.614 0.542
C -1.379 1.150 0.708 -0.269 -0.270 -0.113 -0.761
C 5.518 -0.385 0.641 0.000 -0.056 -0.067 -0.859
C -0.437 -1.223 -0.374 0.210 -0.104 -0.032 -0.611
C -0.023 0.889 0.692 0.037 0.025 0.040 -0.365
C -6.665 -0.825 -0.768 -0.022 -0.126 -0.070 -0.902
C 0.443 -0.295 0.153 0.534 -0.024 -0.043 -0.077
C 5.012 0.041 -0.733 0.048 0.281 -0.137 -0.500
C -2.281 0.219 0.180 1.115 -0.531 -0.187 0.163
H 0.700 1.590 1.076 0.013 0.158 0.034 0.444
H -7.238 -0.327 -1.558 -0.019 -0.032 0.000 0.263
H 5.836 0.427 -1.342 -0.150 0.011 0.020 0.288
H 4.548 -0.809 -1.235 0.131 -0.002 -0.048 0.307
H 4.685 -0.751 1.238 0.138 -0.053 0.152 0.268
H 5.972 0.461 1.156 0.054 0.037 0.065 0.280
H -1.769 2.069 1.121 -0.031 0.066 0.030 0.407
H -7.366 -1.198 -0.014 -0.018 -0.014 -0.031 0.266
H -6.878 1.028 1.280 -0.016 0.005 -0.002 0.253
H -2.498 -1.688 -0.771 0.050 -0.048 -0.024 0.356
H -0.029 -2.132 -0.790 -0.023 -0.105 -0.074 0.422
H -5.339 1.815 0.826 -0.200 0.062 0.019 0.311
H 6.260 -1.180 0.552 0.039 -0.026 0.038 0.286
H -6.117 -1.662 -1.194 -0.035 0.008 0.002 0.344
H -6.748 1.898 -0.270 -0.015 0.005 0.003 0.252

Record 8
28
Properties=species:S:1:pos:R:3:forces:R:3:mulliken_charge:R:1 method="wB97M-V/def2-TZVPD" e_lumo_ev=0.8 e_tot_ha=-558.13437 orbital_gap_ev=8.674 de_lowest_ev=0.312 smiles=Cc1c[nH]c2ccccc12.CCO
O 2.504 -2.874 -2.166 0.329 0.151 -0.294 -0.512
N -0.427 0.930 -1.034 0.405 0.932 -0.256 0.069
C 0.143 -2.285 -1.867 0.413 0.587 -0.190 -0.737
C -0.638 1.115 2.494 0.850 0.363 0.081 -0.373
C -1.555 0.151 2.805 -0.938 -0.022 0.313 -0.594
C -2.342 -0.464 1.806 0.371 0.537 -0.013 -0.517
C -0.338 1.403 1.153 -0.241 -0.396 -0.034 0.919
C 1.429 3.328 1.117 -0.561 0.120 0.195 -1.335
C -2.007 -0.271 0.483 -0.051 -0.672 0.045 -0.524
C 0.458 1.981 -0.854 -0.278 -0.047 0.108 -0.718
C -0.976 0.613 0.181 0.036 -0.223 -0.316 -0.358
C 1.173 -3.343 -2.235 -0.415 -0.061 0.126 -0.326
C 0.561 2.292 0.468 0.033 0.092 0.087 0.441
H -2.465 -0.888 -0.281 -0.225 0.334 -0.133 0.335
H 0.063 -1.492 -2.616 0.135 -0.231 -0.283 0.178
H -0.099 1.630 3.287 -0.064 -0.085 -0.057 0.320
H 1.038 -4.214 -1.578 0.045 0.055 -0.146 0.268
H -3.264 -0.971 2.058 0.327 -0.501 0.100 0.381
H 2.447 2.974 1.226 0.289 0.147 -0.086 0.274
H 1.381 4.288 0.604 0.313 -0.112 -0.291 0.357
H 1.035 -3.656 -3.270 0.017 -0.182 0.041 0.264
H -1.729 -0.097 3.849 -0.128 0.148 -0.132 0.358
H 2.673 -2.369 -1.365 -0.287 -0.115 0.075 0.299
H 0.859 2.483 -1.720 0.270 -0.102 0.053 0.396
H -0.865 -2.671 -1.710 0.164 -0.156 0.212 0.305
H 1.061 3.563 2.116 -0.027 -0.207 0.119 0.323
H 0.522 -1.758 -0.993 -0.389 -0.119 0.440 0.250
H -0.644 0.602 -1.958 -0.392 -0.231 0.236 0.255